A structure of composition H3O2, computed with ωB97M-V with the def2-TZVPD basis set.

Atoms and positions in Å:
O: 0.4987 0.2600 1.1192
H: 1.1846 -0.4235 1.0554
O: -0.5583 -0.3704 -0.9910
H: -1.0682 0.4117 -1.2492
H: -0.0568 0.1221 0.0656

calculated total energy: -152.27914 Ha
energy above the lowest of the compared OMol25 structures with the same formula, charge and spin: 9.77 kJ/mol
gap between HOMO and LUMO: 9.06 eV
2S+1: 1
total charge: -1

An isolated molecule of C5H7N3, computed with ωB97M-V with the def2-TZVPD basis set.

Atoms and positions in Å:
C: 0.2877 1.9714 1.9818
C: 1.4836 -0.2687 -0.4662
C: 0.1160 -0.6212 -0.0167
C: -0.7760 -1.3339 -1.1604
C: -2.2569 -0.8894 -1.2575
H: -0.0770 2.6778 1.2750
H: 0.2560 2.3249 2.9240
H: 1.8033 0.0556 -1.5871
H: 2.1157 -0.6171 0.3200
H: 0.2698 -1.4918 0.7404
H: -0.4802 -0.8408 -2.0938
H: -0.4887 -2.3682 -1.2863
N: 0.5815 0.9155 1.4339
N: 0.3902 0.7937 0.0962
N: -3.2250 -0.3080 -0.9032

calculated total energy: -358.78860 Ha
energy above the lowest of the compared OMol25 structures with the same formula, charge and spin: 603.28 kJ/mol
structure (SMILES): C=NN1C[C@@H]1CC#N
gap between HOMO and LUMO: 10.05 eV
2S+1: 1

An isolated molecule of C4H7NO, computed with ωB97M-V with the def2-TZVPD basis set.

Atoms and positions in Å:
C: 1.5856 1.1185 0.1572
N: 0.3060 -0.7548 -0.6948
C: 0.3235 0.6951 -0.5900
C: -0.6210 -1.4698 -0.2077
C: -1.8631 -1.0568 0.5299
O: -2.6174 -1.8957 0.9663
H: 1.7295 2.2012 0.0894
H: 2.4580 0.6193 -0.2740
H: 1.5239 0.8442 1.2153
H: -0.5631 1.1372 -0.1161
H: 0.3671 1.0758 -1.6170
H: -0.5427 -2.5558 -0.3139
H: -2.0750 0.0195 0.6630

calculated total energy: -286.56381 Ha
energy above the lowest of the compared OMol25 structures with the same formula, charge and spin: 178.11 kJ/mol
structure (SMILES): CC/N=C\C=O
gap between HOMO and LUMO: 9.37 eV
2S+1: 1

The ion C4H4ClN2S with charge -1, computed with ωB97M-V with the def2-TZVPD basis set.

Atoms and positions in Å:
C: 0.2978 1.1374 -1.4038
C: -0.0587 0.7574 -0.2294
C: 0.5281 -1.6663 -0.0890
C: 0.5155 0.8455 1.1296
N: -0.7653 -1.5218 -0.1234
N: -1.1609 -0.2632 -0.2329
S: -0.0731 1.4414 -2.9489
Cl: 0.8312 -3.2516 0.8021
H: 0.6489 -0.1897 1.3142
H: 1.3786 1.4873 1.1614
H: -0.2705 1.3345 1.6568
H: -1.8717 -0.1108 -1.0368

calculated total energy: -1122.58245 Ha
energy above the lowest of the compared OMol25 structures with the same formula, charge and spin: 44.74 kJ/mol
gap between HOMO and LUMO (alpha / beta): 6.04 / 6.03 eV
2S+1: 1
total charge: -1

An isolated molecule of C9H9N3S, computed with ωB97M-V with the def2-TZVPD basis set.

Atoms and positions in Å:
C: 2.6773 -1.4244 0.7708
C: -1.9771 0.3894 1.7430
C: -0.9770 -0.0068 2.6511
C: -1.8080 0.2302 0.3847
C: 0.2374 -0.4398 2.1396
C: -0.6218 -0.3518 -0.0856
C: 0.4697 -0.6638 0.7743
C: -0.6364 -0.6365 -1.5508
C: 1.1967 1.0053 -2.1494
N: 3.7280 -1.7356 1.1892
N: 1.5761 -1.1716 0.1666
N: -0.1868 0.7101 -2.0005
S: -1.1896 1.9897 -2.2168
H: -2.9610 0.8509 2.0130
H: -1.0866 0.2238 3.6771
H: -2.5201 0.6092 -0.2565
H: 1.1708 -0.5249 2.7886
H: 0.0466 -1.3558 -1.7476
H: -1.6104 -1.0757 -1.8555
H: 1.7049 0.6404 -1.2473
H: 1.6544 0.6599 -3.0566
H: 1.1130 2.0779 -2.1314

calculated total energy: -910.64859 Ha
energy above the lowest of the compared OMol25 structures with the same formula, charge and spin: 442.29 kJ/mol
gap between HOMO and LUMO: 4.40 eV
2S+1: 1

An isolated molecule of C3H5NO, computed with ωB97M-V with the def2-TZVPD basis set.

Atoms and positions in Å:
C: -1.3787 0.0070 -0.0329
C: -0.0074 0.0377 0.5064
O: 1.4160 -0.8623 -0.7183
C: 1.1148 0.5687 -0.2020
N: 1.6498 1.6380 -0.3444
H: -1.3917 0.1540 -1.1139
H: -1.9345 0.8290 0.4429
H: -1.8907 -0.9194 0.2475
H: 0.1372 -0.2668 1.5446
H: 2.2374 -1.1638 -0.2925

calculated total energy: -247.14191 Ha
energy above the lowest of the compared OMol25 structures with the same formula, charge and spin: 434.06 kJ/mol
gap between HOMO and LUMO (alpha / beta): 8.82 / 6.62 eV
2S+1: 1

> What is the 2S+1 in the second record?

1

> Which formula does entry 4 have?

C4H4ClN2S